A cluster of 8 separate species, C32H64O8 in total. Source: the OMol25 dataset; level of theory: wB97M-V/def2-TZVPD.

Last column: Mulliken charge in e.
Positions of all 104 atoms, in Å:
C: 23.36698 -21.28634 -22.75449  0.51
C: 24.24384 -21.28461 -21.54730  -0.77
C: 24.22398 -19.88709 -21.03706  -0.42
O: 23.44048 -19.09108 -21.99009  -0.34
C: 22.58288 -20.00878 -22.58866  -0.41
H: 22.73363 -22.17150 -22.69581  0.19
H: 24.05168 -21.23306 -23.60092  -0.25
H: 25.24665 -21.69591 -21.66262  0.35
H: 23.74906 -21.88389 -20.78300  0.20
H: 25.25867 -19.54599 -21.07107  0.33
H: 23.78898 -19.82151 -20.03978  0.29
H: 22.36432 -19.54685 -23.55144  -0.01
H: 21.62423 -20.15359 -22.09054  0.27
C: 19.98626 -20.54123 -25.88068  0.95
C: 18.96439 -21.64882 -25.97888  -0.72
C: 17.91332 -21.01750 -26.86709  0.45
O: 17.85552 -19.67853 -26.39962  -0.45
C: 19.14382 -19.30189 -25.91131  -0.61
H: 20.65442 -20.53987 -26.74187  -0.36
H: 20.67915 -20.63012 -25.04396  -0.20
H: 18.54393 -21.81129 -24.98645  0.35
H: 19.38852 -22.57229 -26.37313  0.24
H: 16.87122 -21.30643 -26.73047  0.28
H: 18.17233 -20.89323 -27.91855  -0.43
H: 19.01903 -18.84866 -24.92789  0.30
H: 19.56040 -18.51246 -26.53690  0.11
C: 25.06984 -29.06579 -28.41290  -1.14
C: 26.50542 -29.23835 -28.97347  -0.65
C: 27.29745 -28.05143 -28.32009  -0.94
O: 26.37051 -27.49127 -27.34422  0.21
C: 25.23890 -28.29498 -27.12146  -0.95
H: 24.32549 -29.85981 -28.35308  0.60
H: 24.64721 -28.36574 -29.13361  0.27
H: 26.60588 -29.27615 -30.05817  0.42
H: 26.83416 -30.21479 -28.61766  0.32
H: 27.62546 -27.23165 -28.95920  0.32
H: 28.17668 -28.37973 -27.76576  0.17
H: 24.45564 -27.61339 -26.78972  0.41
H: 25.42942 -28.99804 -26.31059  0.23
C: 19.61820 -24.08663 -29.04420  0.29
C: 19.19803 -23.24595 -30.23161  -0.48
C: 17.78098 -23.01334 -29.96658  -0.49
O: 17.27553 -23.76305 -28.80406  -0.27
C: 18.27960 -24.74486 -28.68786  -1.12
H: 19.99769 -23.45738 -28.23913  -0.91
H: 20.30520 -24.87724 -29.34597  0.86
H: 19.39793 -23.84293 -31.12142  0.41
H: 19.88083 -22.40661 -30.36349  0.04
H: 17.23425 -23.43685 -30.80909  0.38
H: 17.58443 -21.94554 -29.87036  0.30
H: 18.05952 -25.60403 -29.32150  0.32
H: 18.27127 -25.13507 -27.67013  0.50
C: 29.67538 -23.79625 -27.07406  -0.89
C: 30.39122 -25.00749 -26.51903  -0.71
C: 29.42967 -25.70979 -25.64191  -0.19
O: 28.28616 -24.83229 -25.60399  0.12
C: 28.18179 -24.12452 -26.85570  0.20
H: 29.84937 -23.65590 -28.14089  0.41
H: 29.99410 -22.90308 -26.53669  0.25
H: 31.29928 -24.77671 -25.96201  0.33
H: 30.73456 -25.63722 -27.33981  0.33
H: 29.72261 -26.05006 -24.64868  0.37
H: 29.16262 -26.63428 -26.15387  -0.25
H: 27.61617 -23.19626 -26.77493  -0.03
H: 27.72106 -24.66101 -27.68515  0.15
C: 25.44417 -27.16631 -22.16143  -0.56
C: 26.31940 -26.33582 -23.07614  -0.42
C: 25.44459 -25.19976 -23.57902  0.78
O: 24.14715 -25.85157 -23.55014  0.02
C: 23.97928 -26.81193 -22.47596  -1.16
H: 25.66883 -26.74049 -21.18352  0.27
H: 25.68764 -28.22757 -22.21195  0.38
H: 26.63802 -26.91277 -23.94430  -0.17
H: 27.20886 -25.93235 -22.59221  0.39
H: 25.66525 -25.01521 -24.63038  -0.12
H: 25.41845 -24.28767 -22.98277  -0.19
H: 23.38053 -27.62176 -22.89281  0.33
H: 23.36094 -26.35417 -21.70381  0.26
C: 19.85165 -17.87374 -31.01527  -0.71
C: 20.96767 -17.52070 -30.00951  -0.59
C: 21.83028 -18.74584 -30.00302  -0.52
O: 20.88126 -19.81177 -30.20387  -0.11
C: 19.64574 -19.36865 -30.71260  -0.25
H: 20.15898 -17.76244 -32.05511  0.32
H: 18.96026 -17.28641 -30.79492  0.37
H: 20.61608 -17.41407 -28.98330  0.12
H: 21.44113 -16.56506 -30.23465  0.45
H: 22.35032 -18.83456 -29.04919  0.14
H: 22.55182 -18.58954 -30.80492  0.28
H: 18.91072 -19.35331 -29.90786  0.03
H: 19.45547 -20.03835 -31.55129  0.33
C: 23.67252 -24.13267 -26.60143  1.29
C: 24.25274 -23.10083 -27.60776  -1.46
C: 23.07676 -22.06344 -27.50836  1.38
O: 23.08272 -22.01372 -26.10878  -0.57
C: 23.24268 -23.29324 -25.44609  0.09
H: 24.33507 -24.98118 -26.43074  -0.57
H: 22.78543 -24.60643 -27.02182  0.23
H: 24.24004 -23.49433 -28.62417  0.62
H: 25.28444 -22.79503 -27.43400  -0.03
H: 22.14718 -22.40600 -27.96292  -0.55
H: 23.33315 -21.08801 -27.92178  0.06
H: 22.29486 -23.69677 -25.08985  0.01
H: 23.91813 -23.22205 -24.59357  -0.23

Summary:
**Energy above the lowest of the compared OMol25 structures with the same formula, charge and spin**: 0.000 eV
**Electronic energy**: -1859.3191 hartree
**Multiplicity**: 2
**Frontier orbital gap (alpha / beta)**: 1.5 / 9.5 eV
**E_LUMO (alpha / beta)**: 2.49 / 2.46 eV
**Net charge**: -1
**Expectation value of S²**: 0.750

A cluster of 2 separate species, C6H12 in total. Source: the OMol25 dataset; level of theory: wB97M-V/def2-TZVPD.

Last column: natural (NBO) charge in e.
Positions of all 18 atoms, in Å:
C: 1.09050 0.93706 -0.82646  -0.59
C: 0.48072 -0.20255 0.00850  -0.07
C: 1.51482 -0.93275 0.83311  -0.61
C: -0.76407 0.23177 0.72445  -0.19
C: -1.55547 -0.06017 -0.32700  -0.19
C: -0.52465 -0.96651 -0.93032  -0.42
H: 1.77644 0.51977 -1.57201  0.20
H: 0.30542 1.48405 -1.36314  0.21
H: 1.64188 1.66222 -0.21715  0.21
H: 2.23852 -1.44776 0.19716  0.21
H: 1.03130 -1.65847 1.49578  0.21
H: 2.05436 -0.21038 1.46108  0.21
H: -0.90731 0.43702 1.78222  0.22
H: -2.55539 1.34106 1.28149  0.00
H: -2.47582 0.33617 -0.73976  0.21
H: -3.01328 0.79158 1.08992  0.00
H: -0.37074 -1.00268 -2.01036  0.19
H: -0.66445 -1.97864 -0.53050  0.21

Summary:
**Energy above the lowest of the compared OMol25 structures with the same formula, charge and spin**: 3.661 eV
**Electronic energy**: -235.6837 hartree
**SMILES string**: CC1(C)C=CC1.[H][H]
**Frontier orbital gap**: 9.8 eV
**E_LUMO**: 1.01 eV

A structure of composition C20H48F12N2O16S4Sn. Source: the OMol25 dataset; level of theory: wB97M-V/def2-TZVPD.

Last column: Mulliken charge in e.
Positions of all 103 atoms, in Å:
Sn: -1.84251 -1.42669 -3.19550  1.57
C: 1.92723 -1.77302 -5.66454  0.75
F: 1.84430 -2.42656 -4.50566  -0.23
F: 2.70444 -0.72356 -5.45156  -0.20
F: 2.45301 -2.54191 -6.59296  -0.21
S: 0.16349 -1.22949 -6.12866  0.88
O: 0.14616 -1.01158 -7.56478  -0.51
O: -0.67123 -2.34805 -5.63999  -0.74
N: -0.17234 -0.04882 -5.04360  -0.15
S: 0.02773 1.25385 -5.91164  0.91
O: 1.29018 1.34302 -6.62781  -0.59
O: -1.17462 1.49848 -6.63325  -0.68
C: 0.22569 2.70705 -4.66560  0.64
F: 0.23005 3.85929 -5.34787  -0.22
F: -0.80470 2.80847 -3.83437  -0.25
F: 1.39526 2.61296 -4.05133  -0.21
C: 1.98816 0.09738 -0.77969  0.38
F: 2.19236 -0.41803 -1.96889  -0.06
F: 2.30597 -0.74439 0.19166  -0.22
F: 2.70952 1.19501 -0.58570  0.02
S: 0.10481 0.51754 -0.68902  0.34
O: -0.02034 1.44271 0.41639  -0.43
O: -0.11805 1.08640 -1.99927  -0.36
N: -0.58911 -1.04053 -0.64713  0.06
S: -0.99900 -1.11731 0.85783  0.32
O: 0.10539 -1.06714 1.79973  -0.18
O: -2.17584 -0.32115 1.16204  -0.63
C: -1.60109 -2.98351 0.98419  0.39
F: -0.62061 -3.84687 1.08555  -0.17
F: -2.30599 -3.05818 2.12117  -0.17
F: -2.39281 -3.32065 -0.04286  -0.25
C: 5.24239 0.55757 0.18597  -0.18
C: 6.11008 1.73776 0.57666  -0.50
O: 6.27031 1.68767 2.02078  -0.52
H: 5.76916 -0.36632 0.41358  0.41
H: 5.03059 0.69284 -0.87425  0.25
H: 4.31877 0.65312 0.74522  -0.40
H: 5.73797 2.70309 0.22268  0.24
H: 7.13394 1.70657 0.19360  0.44
H: 6.83609 2.43120 2.25027  0.29
C: 1.97468 -5.02067 -1.66140  -1.51
C: 1.63521 -3.67788 -1.02984  0.25
O: 0.44787 -3.18270 -1.68892  -0.40
H: 1.16551 -5.73880 -1.52419  0.35
H: 2.90264 -5.39012 -1.21981  0.42
H: 2.20312 -5.03131 -2.72778  0.27
H: 2.46658 -3.01567 -1.28496  0.07
H: 1.60928 -3.68657 0.05886  0.34
H: 0.24309 -2.31947 -1.26891  0.37
C: 2.95433 1.89509 3.84341  -1.03
C: 2.13889 2.89861 3.03181  0.10
O: 2.93057 3.38312 1.95650  -0.44
H: 3.93754 2.32080 4.05917  0.38
H: 3.30947 0.98993 3.34686  0.19
H: 2.34981 1.80545 4.74197  0.36
H: 1.97197 3.82749 3.58017  0.35
H: 1.16020 2.52621 2.71806  -0.03
H: 3.36231 2.69201 1.44783  0.09
C: -3.72018 -1.83171 5.11504  -0.45
C: -5.23240 -1.67012 5.12180  -0.59
O: -6.00966 -2.82764 5.38361  -0.53
H: -3.26659 -2.29665 5.99209  0.37
H: -3.19905 -0.87287 5.09826  0.15
H: -3.42049 -2.38019 4.22161  0.11
H: -5.67268 -0.97867 4.40295  0.39
H: -5.44027 -0.98445 5.95976  0.33
H: -5.66919 -3.25275 6.17454  0.30
C: 1.39545 5.16445 -1.24680  -0.66
C: 2.88193 4.74222 -1.12840  0.21
O: 3.65381 5.78804 -0.61488  -0.54
H: 1.35099 6.21911 -1.52850  0.43
H: 0.77192 5.05697 -0.35916  0.18
H: 0.88402 4.65122 -2.06475  -0.05
H: 3.18767 4.49808 -2.15228  0.25
H: 2.96235 3.80135 -0.58891  -0.21
H: 3.73847 6.50080 -1.25085  0.34
C: 0.00720 0.58708 4.89693  -0.39
C: -0.24345 -0.93197 5.01794  0.12
O: 0.88688 -1.58136 4.46280  -0.61
H: 0.82873 0.83303 5.56748  0.31
H: -0.84632 1.23081 5.10750  0.38
H: 0.33701 0.70339 3.86521  -0.34
H: -1.12631 -1.12353 4.40110  -0.29
H: -0.44510 -1.29819 6.02250  0.46
H: 1.10152 -1.18295 3.61545  0.31
C: -2.31886 3.71053 -1.51355  -0.54
C: -3.06045 3.40607 -0.20902  0.04
O: -4.47310 3.47626 -0.33463  -0.57
H: -2.43291 4.79521 -1.58168  0.38
H: -2.63424 3.16699 -2.40190  0.27
H: -1.24390 3.53465 -1.50308  -0.14
H: -2.66258 4.01116 0.60630  0.32
H: -2.94090 2.33678 0.00428  -0.04
H: -4.90688 3.41738 0.51815  0.31
C: -4.70699 -5.31984 -1.06159  -0.72
C: -6.14822 -4.90404 -0.82541  -0.33
O: -6.48491 -3.78376 -1.70344  -0.52
H: -4.52321 -5.92123 -1.95215  0.31
H: -4.20789 -5.81412 -0.22660  0.32
H: -4.11247 -4.41281 -1.18259  0.05
H: -6.35647 -4.49156 0.16300  0.19
H: -6.93855 -5.57993 -1.15627  0.41
H: -7.08159 -4.24501 -2.29212  0.32

Summary:
**Energy above the lowest of the compared OMol25 structures with the same formula, charge and spin**: 1.374 eV
**Electronic energy**: -5109.2698 hartree
**Frontier orbital gap**: 5.5 eV
**E_LUMO**: -4.21 eV

The molecule C24H26F2O3. Source: the OMol25 dataset; level of theory: wB97M-V/def2-TZVPD.

Last column: natural (NBO) charge in e.
Positions of all 55 atoms, in Å:
C: 0.28158 4.06569 3.02767  -0.63
C: -0.29884 3.31346 1.86393  -0.07
O: 0.40829 1.99358 1.67357  -0.55
C: 0.25595 1.45382 0.45016  0.77
C: 0.28503 -0.00935 0.13598  -0.02
C: 1.09585 -1.17204 0.50201  0.54
O: 0.93109 -1.79211 1.56889  -0.61
C: 1.84522 -1.93409 -0.65198  -0.51
C: 1.97672 -1.15603 -1.94258  -0.40
C: 3.27055 -0.34490 -2.11001  -0.41
C: 3.04026 1.16067 -1.88313  -0.39
C: 3.11306 1.55055 -0.36903  -0.48
C: 2.64731 0.58765 0.63033  -0.27
O: -0.01984 2.18630 -0.50146  -0.65
H: -0.37632 4.87777 3.35946  0.22
H: 0.45378 3.40236 3.87176  0.22
H: 1.22682 4.52140 2.72928  0.21
H: -1.35449 3.08009 2.03575  0.19
H: -0.22645 3.91338 0.95289  0.21
H: 2.80974 -2.26741 -0.24535  0.23
H: 1.24183 -2.83749 -0.83211  0.24
H: 1.87150 -1.86243 -2.79102  0.22
H: 1.12422 -0.46402 -1.99615  0.21
H: 4.06895 -0.68728 -1.43660  0.20
H: 3.59400 -0.48531 -3.15206  0.21
H: 3.83788 1.72602 -2.39559  0.21
H: 2.09669 1.50012 -2.34977  0.22
H: 4.20521 1.66132 -0.13937  0.23
H: 2.67689 2.56428 -0.25627  0.23
H: 2.35992 1.02157 1.60004  0.23
H: 3.23786 -0.33242 0.71957  0.20
F: -2.42167 -4.97770 -0.30521  -0.33
C: -1.87021 -3.93790 -1.00486  0.40
C: -1.55458 -4.11890 -2.34552  -0.29
C: -1.15082 -2.99691 -3.08016  -0.19
C: -1.01537 -1.76113 -2.46847  -0.23
C: -1.21591 -1.66782 -1.09551  0.01
C: -0.94886 -0.30409 -0.44918  -0.42
C: -2.01689 0.02273 0.62957  0.13
C: -3.01547 0.91631 0.31492  -0.25
C: -3.93281 1.26300 1.30444  -0.19
C: -3.83105 0.71788 2.58761  -0.29
C: -2.81552 -0.20023 2.85165  0.42
F: -2.69773 -0.74930 4.10273  -0.33
C: -1.87954 -0.55549 1.88026  -0.33
C: -1.72627 -2.71989 -0.35563  -0.24
H: -1.75702 -5.08482 -2.80333  0.24
H: -0.92687 -3.10444 -4.13614  0.22
H: -0.66305 -0.89543 -3.03231  0.22
H: -1.02694 0.40644 -1.25313  0.27
H: -2.95946 1.40801 -0.65608  0.23
H: -4.70922 1.98506 1.06619  0.22
H: -4.54540 0.93037 3.38136  0.23
H: -1.02981 -1.19596 2.10344  0.28
H: -1.96979 -2.61489 0.69451  0.24

Summary:
**Energy above the lowest of the compared OMol25 structures with the same formula, charge and spin**: 5.166 eV
**Electronic energy**: -1355.3862 hartree
**Frontier orbital gap**: 6.1 eV
**E_LUMO**: -1.40 eV